Formula: C32H39N2OS
Source: the Open Molecules 2025 dataset
Level of theory: wB97M-V/def2-TZVPD

ORCA input file:
```
! RIJCOSX wB97M-V def2-TZVPD def2/J DEFGRID3
* xyz 1 1
C 0.72 -1.09 4.36
C 0.68 0.24 3.62
N 0.38 0.11 2.17
S 1.32 -0.71 1.16
N 2.90 -0.70 1.61
O 0.99 -2.22 1.51
H 1.68 -1.60 4.30
H -0.05 -1.77 3.99
H 0.53 -0.91 5.41
H 1.59 0.82 3.75
H -0.13 0.85 4.02
H 0.17 1.00 1.72
H 3.36 0.19 1.43
H 3.12 -1.07 2.53
H 1.70 -2.70 1.97
C -0.80 0.16 -4.46
C -1.67 -0.89 -4.20
C -1.57 -1.60 -3.01
C -0.61 -1.25 -2.07
C 0.26 -0.19 -2.33
C 0.17 0.51 -3.52
H -0.87 0.71 -5.39
H -2.42 -1.16 -4.92
H -2.25 -2.42 -2.81
H -0.54 -1.81 -1.14
H 1.02 0.08 -1.61
H 0.85 1.33 -3.72
C -0.09 5.34 3.95
C 0.83 4.37 3.60
C 0.66 3.67 2.41
C -0.41 3.94 1.58
C -1.33 4.91 1.94
C -1.17 5.61 3.12
H 0.04 5.89 4.88
H 1.68 4.16 4.24
H 1.40 2.92 2.12
H -0.54 3.40 0.64
H -2.17 5.13 1.29
H -1.89 6.37 3.40
C 2.10 -5.30 3.27
C 0.84 -4.76 3.48
C 0.23 -4.88 4.72
C 0.88 -5.54 5.75
C 2.14 -6.08 5.54
C 2.75 -5.96 4.30
H 2.57 -5.24 2.29
H 0.31 -4.27 2.67
H -0.76 -4.46 4.89
H 0.40 -5.64 6.72
H 2.65 -6.60 6.34
H 3.73 -6.40 4.14
C 5.13 3.23 -4.00
C 5.38 4.25 -4.90
C 4.55 4.43 -6.00
C 3.46 3.59 -6.20
C 3.21 2.57 -5.29
C 4.04 2.38 -4.20
H 5.78 3.08 -3.15
H 6.23 4.91 -4.75
H 4.75 5.23 -6.70
H 2.82 3.73 -7.05
H 2.37 1.90 -5.45
H 3.85 1.58 -3.50
C -5.95 -0.42 -3.52
C -5.10 -0.82 -2.50
C -5.56 -1.69 -1.52
C -6.87 -2.15 -1.56
C -7.72 -1.74 -2.58
C -7.26 -0.88 -3.56
H -5.59 0.26 -4.29
H -4.08 -0.46 -2.47
H -4.90 -2.00 -0.72
H -7.23 -2.82 -0.79
H -8.74 -2.10 -2.61
H -7.92 -0.56 -4.36
*
```

Summary:
Lowest unoccupied orbital energy ... -3.2 eV
HOMO energy ... -0.3999 Eh
Maximum force ... 0.62 eV/Å
Relative energy (zero: lowest compared OMol25 entry of this formula, charge and spin) ... 13.2 kJ/mol
HOMO-LUMO gap ... 0.2812 Eh
Molar mass ... 499.744 g mol⁻¹